Record 1
Below is a cluster of 12 separate species, C32H56O8 in total at a distorted geometry, with properties calculated with ωB97M-V/def2-TZVPD.

Output
max |F|	4.0	eV/Å
SMILES string	c1ccccc1.c1ccccc1.c1ccccc1.c1ccccc1.CO.CO.CO.CO.CO.CO.CO.CO
net charge	0
molecular weight	568.79	Da
HOMO level	-9.1	eV
multiplicity	1
frontier orbital gap	0.35595	Ha

Structure (XYZ):
```
96
Properties=species:S:1:pos:R:3:lowdin_charge:R:1
C 0.4616 4.2402 -3.5138 -0.10
C 0.8088 4.3951 -4.8417 -0.11
C 1.0201 5.6625 -5.3865 -0.09
C 0.9806 6.7993 -4.5207 -0.09
C 0.6482 6.6214 -3.1625 -0.10
C 0.3161 5.3563 -2.6817 -0.09
H 0.4016 3.1957 -3.1889 0.10
H 0.7821 3.5988 -5.5462 0.09
H 1.1432 5.8830 -6.4583 0.10
H 1.2081 7.7835 -4.9514 0.10
H 0.4586 7.5045 -2.4570 0.12
H 0.1062 5.2151 -1.6245 0.08
C -5.7775 -1.7373 2.9327 -0.08
C -5.2257 -2.9721 3.4261 -0.09
C -4.9888 -4.0059 2.5641 -0.13
C -5.3835 -3.9757 1.2686 -0.13
C -5.8052 -2.8147 0.7366 -0.10
C -6.0218 -1.7024 1.5601 -0.10
H -5.9292 -0.8275 3.4984 0.09
H -4.9713 -3.0615 4.4924 0.10
H -4.3356 -4.8207 2.8763 0.11
H -5.0739 -4.7149 0.5352 0.11
H -6.0012 -2.7232 -0.2932 0.09
H -6.4479 -0.7253 1.1966 0.12
C -0.9235 2.0204 5.0284 -0.09
C -0.1255 0.9894 5.5424 -0.07
C -0.4762 -0.3247 5.2457 -0.12
C -1.5017 -0.6181 4.4499 -0.12
C -2.2821 0.4352 3.8845 -0.08
C -1.9771 1.7501 4.1795 -0.12
H -0.7210 3.0528 5.2540 0.10
H 0.6559 1.1045 6.2181 0.07
H 0.0650 -1.1160 5.8180 0.13
H -1.8460 -1.5913 4.1563 0.10
H -3.0515 0.2030 3.1601 0.09
H -2.5783 2.5122 3.6273 0.11
C 1.5253 -0.1105 -0.7106 -0.09
C 2.5542 -0.4781 0.1605 -0.07
C 2.2235 -0.9941 1.4317 -0.08
C 0.8748 -1.2222 1.8229 -0.06
C -0.1614 -0.8077 0.9481 -0.10
C 0.2036 -0.2975 -0.2874 -0.12
H 1.7489 0.3185 -1.6410 0.08
H 3.5256 -0.1805 -0.1742 0.10
H 2.9587 -1.4226 2.1223 0.10
H 0.7303 -1.5395 2.8688 0.10
H -1.1729 -0.8019 1.2190 0.08
H -0.5192 -0.0793 -1.0780 0.11
C -0.5794 2.9963 1.3874 -0.13
O -0.0376 3.6928 0.2201 -0.14
H -1.6402 2.8448 1.3909 0.06
H -0.1066 2.0022 1.5672 0.08
H -0.3155 3.5943 2.2239 0.05
H -0.1357 3.1504 -0.5881 0.07
C 4.4010 0.3122 5.3072 -0.16
O 3.0323 0.7139 5.4176 -0.16
H 4.5956 -0.0409 4.2761 0.08
H 5.0879 1.1421 5.6543 0.09
H 4.5502 -0.4690 6.0903 0.08
H 2.9785 1.4444 4.7723 0.03
C -1.4810 -3.4735 -4.7716 -0.15
O -1.9732 -2.2009 -4.3249 -0.16
H -2.2838 -4.2429 -4.5640 0.09
H -1.2333 -3.3073 -5.8605 0.09
H -0.5971 -3.8883 -4.2739 0.07
H -2.0112 -2.2895 -3.3310 0.08
C -1.5188 -3.8104 0.0796 -0.17
O -1.5243 -3.0696 -1.1247 -0.16
H -2.1183 -4.6707 -0.1902 0.08
H -0.5647 -4.1886 0.3991 0.06
H -1.9712 -3.2028 0.9393 0.09
H -0.6835 -2.5002 -1.1152 0.08
C 1.7028 -3.9428 -1.3135 -0.20
O 1.5738 -2.8502 -2.1407 -0.14
H 1.8031 -3.6893 -0.2616 0.07
H 0.8568 -4.6325 -1.3588 0.08
H 2.5941 -4.5045 -1.5125 0.07
H 2.4815 -2.4102 -2.2768 0.09
C 1.0862 -0.4603 -6.0701 -0.12
O 0.4124 -0.3208 -4.7702 -0.16
H 0.4105 -0.1197 -6.8094 0.06
H 1.9539 0.2666 -6.0211 0.10
H 1.3945 -1.4807 -6.2913 0.06
H -0.4576 -0.7592 -4.6856 0.05
C 2.6138 3.4520 3.2260 -0.13
O 3.2939 3.4447 4.4889 -0.12
H 2.3732 4.4250 2.8267 0.08
H 3.2904 3.0669 2.4688 0.08
H 1.7049 2.8217 3.3049 0.07
H 4.0294 4.0230 4.3269 0.07
C 3.6907 -1.9109 -4.5598 -0.11
O 3.2624 -1.0808 -3.4207 -0.16
H 2.8625 -2.3383 -5.0908 0.06
H 4.1600 -1.2786 -5.3091 0.07
H 4.5329 -2.5477 -4.3297 0.08
H 2.4009 -0.6882 -3.7084 0.06
```


Record 2
Below is the molecule C4H8N2S2 at a distorted geometry, with properties calculated with ωB97M-V/def2-TZVPD.

Output
max |F|	1.8	eV/Å
SMILES string	C=NN[C@@H](C)C(=S)S
relative energy (zero: lowest compared OMol25 entry of this formula, charge and spin)	48.9	kcal per mole
net charge	0
molecular weight	148.26	Da
HOMO level	-8.8	eV
multiplicity	1
frontier orbital gap	0.30613	Ha

Structure (XYZ):
```
16
Properties=species:S:1:pos:R:3:nbo_charge:R:1
C -3.1648 0.0940 0.6050 -0.23
N -2.6639 0.4475 -0.4952 -0.19
N -1.3795 0.2956 -0.7075 -0.45
C -0.4773 -0.3996 0.1900 -0.16
C -0.5806 -1.9527 0.0162 -0.63
C 1.0123 0.0263 0.0083 -0.28
S 2.2765 -0.9930 -0.0426 0.06
S 1.3314 1.7636 0.1425 0.10
H -2.6232 -0.2418 1.4971 0.16
H -4.2330 0.1086 0.6113 0.19
H -1.0865 0.7842 -1.5384 0.39
H -0.5642 -0.0521 1.2671 0.23
H -1.6379 -2.2619 -0.0950 0.23
H -0.1144 -2.4620 0.8940 0.22
H 0.0188 -2.2816 -0.8436 0.23
H 0.0795 2.2664 0.1108 0.13
```


Record 3
Below is a structure of composition C34H48CaN6O2PS2, with properties calculated with ωB97M-V/def2-TZVPD.

Output
max |F|	0.4	eV/Å
relative energy (zero: lowest compared OMol25 entry of this formula, charge and spin)	7.0	kcal per mole
net charge	+1
molecular weight	707.98	Da
HOMO level	-9.1	eV
multiplicity	1
frontier orbital gap	0.25953	Ha

Structure (XYZ):
```
94
Properties=species:S:1:pos:R:3:lowdin_charge:R:1
Ca -0.8291 0.9062 -0.4243 0.94
N 1.0148 3.5562 -1.7468 0.13
C 2.3024 3.0756 -1.8721 -0.26
C 3.3247 3.8797 -2.3281 -0.02
C 4.6205 3.3841 -2.5437 -0.07
C 4.9222 2.0751 -2.3015 -0.05
C 3.9064 1.2096 -1.8422 -0.15
C 4.1463 -0.1635 -1.6055 0.00
C 3.1321 -0.9733 -1.1948 -0.05
C 1.8597 -0.4034 -1.0085 -0.18
N 1.5924 0.8661 -1.2072 0.03
C 2.5936 1.6946 -1.6278 -0.16
H 0.9303 4.5506 -1.8925 0.10
H 0.4552 3.2720 -0.9518 -0.02
H 3.1173 4.9254 -2.5206 0.11
H 5.3863 4.0610 -2.8987 0.11
H 5.9191 1.6860 -2.4601 0.11
H 5.1445 -0.5529 -1.7668 0.12
H 3.2779 -2.0300 -1.0172 0.11
H 1.0359 -1.0399 -0.6924 0.08
C -0.2793 0.9736 -3.9761 -0.03
C -1.6343 1.5583 -3.6978 -0.34
C -2.5674 1.7169 -4.7464 -0.03
C -3.7942 2.2440 -4.4696 -0.01
C -4.0966 2.6897 -3.1655 -0.17
C -5.3491 3.2545 -2.8347 -0.04
C -5.5547 3.7151 -1.5668 -0.07
C -4.5205 3.6800 -0.6123 -0.11
C -3.2732 3.1569 -0.8845 -0.66
S -1.9639 3.2826 0.2770 0.48
C -3.0807 2.5760 -2.1844 -0.25
N -1.9001 1.9410 -2.4654 0.04
H -0.2111 0.5976 -4.9964 0.08
H -0.0451 0.1600 -3.2887 0.05
H 0.4782 1.7474 -3.8387 0.08
H -2.3020 1.4085 -5.7489 0.11
H -4.5423 2.3480 -5.2469 0.12
H -6.1174 3.3225 -3.5942 0.11
H -6.5087 4.1465 -1.2929 0.11
H -4.6868 4.1133 0.3654 0.10
C 0.9864 4.0171 3.4046 -0.03
C 0.9070 3.1830 2.2140 -0.23
N 0.8285 2.5131 1.2873 0.11
H 0.5146 3.5025 4.2399 0.09
H 0.4656 4.9559 3.2256 0.09
H 2.0271 4.2220 3.6478 0.09
C -1.9042 -2.2979 -3.8024 -0.15
P -2.4913 -1.8593 -2.1637 0.57
C -4.0140 -0.9470 -2.4162 -0.14
C -2.9452 -3.3963 -1.3525 -0.16
O -1.4500 -1.1169 -1.3636 -0.52
H -2.6375 -2.9190 -4.3172 0.07
H -0.9623 -2.8404 -3.7232 0.07
H -1.7440 -1.3864 -4.3772 0.04
H -4.7313 -1.5666 -2.9562 0.07
H -3.8102 -0.0479 -2.9981 0.03
H -4.4434 -0.6590 -1.4575 0.05
H -3.6479 -3.9696 -1.9565 0.06
H -3.4016 -3.1716 -0.3881 0.06
H -2.0422 -3.9851 -1.1879 0.06
O -4.0475 0.2918 1.8066 0.10
C -3.3643 0.3689 0.9168 -0.05
C 0.6309 -4.8389 4.3361 -0.11
C -0.8768 -4.8652 4.0892 -0.25
C -1.4374 -3.6654 3.3285 -0.20
C -0.9541 -3.5091 1.8899 -0.21
N 0.4199 -3.0282 1.7625 0.02
C 0.7943 -1.7543 1.9672 -0.77
S -0.3261 -0.4916 2.1300 0.67
N 2.1179 -1.5319 2.0155 0.02
C 2.7380 -0.2292 2.2485 -0.22
C 2.8201 0.1346 3.7268 -0.20
C 3.5293 -0.9046 4.5925 -0.26
C 4.9589 -1.2019 4.1527 -0.11
H 0.9137 -5.5818 5.0813 0.08
H 0.9549 -3.8611 4.7009 0.07
H 1.2032 -5.0743 3.4357 0.06
H -1.3854 -4.9123 5.0543 0.11
H -1.1458 -5.7880 3.5659 0.11
H -1.2219 -2.7392 3.8675 0.10
H -2.5270 -3.7492 3.2958 0.12
H -1.5875 -2.8047 1.3522 0.07
H -0.9985 -4.4681 1.3666 0.12
H 1.1440 -3.7287 1.7802 0.13
H 2.7222 -2.3364 2.0971 0.14
H 2.1573 0.5176 1.7098 0.05
H 3.7277 -0.2683 1.7919 0.12
H 1.8046 0.2950 4.0969 0.09
H 3.3437 1.0929 3.8023 0.12
H 2.9439 -1.8298 4.6082 0.09
H 3.5362 -0.5481 5.6243 0.11
H 5.0015 -1.6676 3.1647 0.06
H 5.4515 -1.8794 4.8494 0.07
H 5.5512 -0.2860 4.1035 0.08
```